ORCA calculation (wB97M-V/def2-TZVPD) on C42H42MnN3OP2S2 as an isolated structure in a non-equilibrium geometry.

Structure (XYZ):
```
93
Properties=species:S:1:pos:R:3:lowdin_spin:R:1
Mn -0.6983 -1.1444 0.3815 4.53
S -0.0301 -1.9598 -1.6771 0.07
S -3.9244 -0.2157 0.0407 0.02
P 3.2112 -2.1974 0.6343 0.00
P 0.9164 0.5832 0.0274 0.07
O -2.7622 -1.1820 0.1455 0.08
N -0.9154 -0.1831 3.4066 0.06
N 1.2632 -3.4508 -4.3882 0.00
N 2.8596 -2.8450 -2.8751 0.01
C 0.7220 3.1059 -1.2004 0.01
C -4.1302 2.1553 -1.4074 0.00
C 2.6503 -0.9290 1.8921 0.00
C -6.9582 3.4850 2.4101 0.00
C 1.1004 -3.8704 1.6618 0.01
C -4.3611 4.5483 -1.3409 0.00
C 0.5224 4.4772 -1.2145 0.00
C 3.0024 -4.9412 0.6893 0.00
C 0.4929 -5.1059 1.8406 0.00
C 2.8748 0.6593 -1.9787 0.00
C 7.2551 -2.3328 1.2490 0.00
C -7.1790 2.1212 2.2848 0.00
C 2.3678 -3.7662 1.1011 0.00
C -5.4719 2.0438 -1.7647 0.00
C 1.6612 0.2338 -1.5964 0.01
C 4.8591 -2.5738 1.3553 0.00
C 6.2248 -3.2776 3.2057 0.00
C 0.4033 3.0837 1.1862 0.01
C -3.5789 3.4124 -1.1956 0.00
C -6.2515 3.1792 -1.9069 0.00
C -4.8494 1.7855 1.7693 0.00
C -5.6878 3.9990 2.2070 0.00
C -3.2984 0.9214 -1.2592 0.00
C -6.1306 1.2756 1.9637 0.00
C 7.3622 -2.8615 2.5244 0.00
C 2.7104 -0.3394 -4.1931 0.00
C 1.4470 -1.0728 -3.8130 0.00
C 2.3972 -6.1754 0.8596 0.00
C -0.8014 -0.5820 2.3258 0.04
C -3.7011 0.8552 1.5132 0.00
C -4.6369 3.1534 1.8881 0.00
C 3.3758 0.4160 -3.3167 0.00
C 0.2027 4.4546 1.1631 0.00
C 0.7555 -0.5108 -2.5415 0.01
C 2.2954 0.4532 1.2877 0.01
C 0.2720 5.1569 -0.0317 0.01
C 1.8050 -2.5322 -3.5979 0.00
C 4.9759 -3.1350 2.6275 0.00
C 6.0036 -2.1910 0.6636 0.00
C 1.1389 -6.2625 1.4378 0.00
C -5.6959 4.4327 -1.6929 0.00
C 0.7032 2.4024 0.0051 0.02
H -8.1667 1.7151 2.4536 0.00
H 8.1406 -2.0215 0.7106 0.00
H -3.3220 0.3143 -2.1664 0.00
H 6.3089 -3.7085 4.1942 0.00
H -2.2587 1.1410 -0.9962 0.00
H -2.7526 1.3801 1.3893 0.00
H -0.0101 4.9815 2.0834 0.00
H -5.9046 1.0656 -1.9387 0.00
H 5.9059 -1.7705 -0.3314 0.00
H -2.5316 3.5099 -0.9294 0.00
H 0.7410 -1.0377 -4.6442 0.00
H 2.9058 -7.0775 0.5451 0.00
H 1.5062 -4.4221 -4.2703 0.00
H 3.9929 -4.8871 0.2485 0.00
H 0.5636 5.0119 -2.1540 0.00
H 3.0735 -3.8104 -2.6772 0.00
H -5.5082 5.0609 2.3087 0.00
H -0.0789 0.1379 -2.8245 0.00
H -7.2884 3.0871 -2.1998 0.00
H 8.3327 -2.9462 2.9935 0.00
H 3.1813 0.8849 0.8164 0.00
H -6.3031 5.3198 -1.8108 0.00
H -3.6421 3.5575 1.7504 0.00
H 4.3081 0.8842 -3.6029 0.00
H 0.3258 2.5458 2.1241 0.00
H 0.1184 6.2273 -0.0450 0.00
H 0.9122 2.5799 -2.1260 0.00
H -3.5992 0.1404 2.3322 0.00
H 0.6699 -7.2253 1.5839 0.00
H 3.2131 -2.1557 -2.2183 0.00
H 3.0823 -0.5042 -5.1953 0.00
H -6.3043 0.2091 1.8801 0.00
H 4.0903 -3.4568 3.1614 0.00
H 1.7974 -1.3151 2.4524 0.00
H 3.4762 -0.7765 2.5868 0.00
H 1.9794 1.0959 2.1115 0.00
H 0.5669 -2.9881 2.0187 0.01
H -0.4834 -5.1627 2.3034 0.00
H -3.9199 5.5239 -1.1866 0.00
H -7.7739 4.1424 2.6775 0.00
H 3.4857 1.2408 -1.2999 0.00
H 0.4007 -3.2479 -4.8646 0.00
```

Calculated values
total charge: +1
frontier orbital gap (alpha / beta): 0.2490 / 0.2763 hartree
spin multiplicity: 6
<S²>: 8.765
HOMO energy (alpha / beta): -9.7 / -10.5 eV